Record 1
{"formula": "C11H14BF3N6Pt", "method": "ωB97M-V with the def2-TZVPD basis set", "e_above_lowest_kj_mol": 89.8, "e_homo_ev": [-17.00, -16.55], "s_squared": 6.031, "charge": 2, "gap_ev": [10.3, 5.4], "multiplicity": 5, "species": ["H", "N", "B", "N", "C", "Pt", "H", "C", "H", "C", "H", "C", "H", "H", "H", "N", "N", "N", "N", "C", "C", "H", "H", "C", "C", "C", "C", "H", "H", "H", "H", "H", "F", "C", "F", "F"], "coordinates": [[1.157160, -2.356740, 3.310587], [0.898104, -1.611613, 1.338636], [1.391895, -0.401003, -0.955026], [1.777472, -1.076072, 0.403304], [3.031867, -1.456059, 0.760268], [-1.064697, -1.931300, 1.158156], [3.857246, -1.336539, 0.072188], [2.998649, -2.064518, 2.011264], [3.823523, -2.475758, 2.564913], [1.648536, -2.064596, 2.388718], [2.189263, -0.868014, -1.737955], [-3.599384, 3.808632, 1.666482], [-4.599618, 3.478436, 1.976955], [-3.089858, 2.997819, 1.129192], [-3.688601, 4.679347, 1.003459], [1.671328, 1.208201, -1.065510], [0.007163, -0.908217, -1.507634], [1.096624, 2.314536, -0.394372], [-1.046071, -1.434839, -0.761737], [2.599798, 1.676252, -1.938701], [-0.266519, -1.155692, -2.814796], [3.156488, 0.961201, -2.537209], [0.510033, -1.029011, -3.566118], [2.636495, 3.077534, -1.865147], [-1.560108, -1.650661, -2.938128], [1.676427, 3.419857, -0.882770], [-2.062462, -1.714490, -1.630600], [3.259530, 3.751145, -2.418649], [-2.067235, -1.950244, -3.836179], [1.430875, 4.427564, -0.540986], [-3.040777, -1.951098, -1.258639], [-3.044589, 4.061211, 2.509707], [-3.812115, -1.899441, 1.980406], [-2.604299, -2.496284, 2.351798], [-2.431471, -2.154172, 3.689010], [-2.840673, -3.875372, 2.335117]], "forces_ev_per_angstrom": [[0.2, -0.2, -0.2], [1.8, 1.6, 0.9], [0.6, -0.6, -0.5], [-0.4, -1.0, -0.1], [-0.9, 0.1, 0.1], [-0.1, -0.1, 0.0], [0.0, 0.3, 0.2], [-0.9, 0.2, 0.3], [0.1, 0.1, 0.1], [0.6, -0.2, -1.1], [-0.1, 0.5, 0.1], [-1.1, -0.5, -1.6], [0.3, 0.1, -0.2], [-0.2, 0.2, 0.1], [0.0, -0.3, 0.2], [1.5, 0.3, -1.5], [-0.1, -1.0, 0.2], [0.3, 0.7, -0.3], [-0.2, 2.0, -1.5], [-1.6, -2.9, 1.3], [0.3, 0.2, 1.0], [0.0, 0.4, 0.0], [-0.3, 0.2, 0.2], [-0.5, 1.4, 0.7], [-0.8, 0.0, 1.1], [-0.2, -0.9, 0.2], [1.3, -0.3, -1.1], [0.2, 0.1, -0.2], [-0.1, 0.1, -0.1], [-0.1, -0.6, 0.0], [-0.2, -0.3, 0.0], [1.0, 0.5, 1.5], [2.4, -0.8, 0.0], [-4.1, -1.4, 3.3], [0.4, -0.4, -2.5], [1.0, 2.6, -0.4]]}


Record 2
{"formula": "C7H14", "method": "ωB97M-V with the def2-TZVPD basis set", "e_above_lowest_kj_mol": 137.5, "e_homo_ev": -9.25, "gap_ev": 10.3, "species": ["C", "C", "C", "C", "H", "H", "H", "H", "H", "H", "H", "H", "C", "C", "C", "H", "H", "H", "H", "H", "H"], "coordinates": [[-1.266192, 1.142015, -0.232404], [-0.087849, 1.442855, -0.778202], [0.816783, 0.390868, -1.364901], [0.421644, 2.857257, -0.859824], [-1.912615, 1.912942, 0.181897], [-1.623055, 0.115378, -0.184662], [0.951849, 0.551931, -2.442288], [1.814846, 0.440018, -0.909003], [0.415748, -0.616091, -1.213304], [1.398774, 2.949428, -0.368366], [0.563704, 3.157153, -1.906083], [-0.267913, 3.564895, -0.390149], [-0.805933, -2.917729, 0.374771], [-0.662238, -1.992014, 1.319977], [0.626891, -1.305744, 1.662679], [-1.765449, -3.386303, 0.172753], [0.038826, -3.247944, -0.227977], [-1.535526, -1.690615, 1.900654], [0.517258, -0.217988, 1.574226], [1.434466, -1.625118, 0.995672], [0.925983, -1.525197, 2.694534]], "forces_ev_per_angstrom": [[0.1, 0.0, -0.1], [-0.2, 0.0, 0.0], [0.0, -0.1, 0.0], [0.0, 0.1, 0.0], [0.1, -0.1, -0.1], [0.1, 0.2, 0.0], [0.0, 0.0, 0.2], [-0.1, 0.0, -0.1], [0.0, 0.2, 0.0], [-0.1, 0.0, -0.1], [0.0, -0.1, 0.1], [0.1, -0.1, -0.1], [0.0, 0.1, 0.1], [0.0, -0.2, -0.1], [0.1, 0.0, 0.0], [0.1, 0.1, 0.0], [-0.1, 0.1, 0.1], [0.1, -0.1, -0.1], [0.0, -0.2, 0.0], [-0.1, 0.0, 0.1], [-0.1, 0.0, -0.1]]}


Record 3
{"formula": "C27H44BrCaNOP2S", "method": "ωB97M-V with the def2-TZVPD basis set", "e_above_lowest_kj_mol": 0.0, "e_homo_ev": -11.85, "charge": 2, "gap_ev": 5.2, "species": ["C", "C", "C", "C", "N", "C", "C", "C", "C", "C", "C", "C", "C", "C", "Ca", "P", "H", "H", "H", "H", "H", "H", "H", "H", "C", "C", "H", "H", "H", "H", "H", "C", "C", "H", "H", "H", "H", "H", "C", "C", "H", "H", "H", "H", "H", "Br", "P", "C", "C", "H", "H", "H", "H", "H", "C", "C", "H", "H", "H", "H", "H", "C", "C", "H", "H", "H", "H", "H", "C", "S", "C", "O", "H", "H", "H", "H", "H", "H"], "coordinates": [[-0.919906, 6.851839, -5.362320], [-1.240650, 5.484953, -5.517059], [-1.390134, 5.013538, -6.851847], [-1.222817, 5.910544, -7.912432], [-0.924955, 7.200237, -7.739170], [-0.769997, 7.662292, -6.497064], [-1.347029, 4.667664, -4.343294], [-1.167816, 3.760197, -3.508758], [-0.189441, 2.682335, -3.258568], [0.875562, 2.939813, -2.364863], [1.609715, 1.897667, -1.842986], [1.336662, 0.584848, -2.247176], [0.201004, 0.308716, -3.045379], [-0.582904, 1.361992, -3.498298], [-1.481920, 2.604663, -1.203943], [2.508606, -0.716787, -1.913618], [-1.626817, 3.974476, -7.079265], [-0.769985, 7.290673, -4.375217], [-1.332988, 5.585403, -8.948201], [-0.515842, 8.720273, -6.381105], [-1.520323, 1.191805, -4.055699], [1.096311, 3.995843, -2.140502], [-0.082999, -0.730265, -3.265157], [2.478251, 2.140618, -1.218352], [1.812983, -1.866656, -0.734589], [2.434188, -3.264948, -0.730615], [0.729945, -1.903714, -0.924547], [1.934126, -1.374110, 0.244338], [2.440261, -3.647163, 0.296222], [1.817036, -3.936239, -1.336747], [3.465647, -3.279050, -1.102617], [2.806239, -1.445216, -3.534579], [3.321897, -0.469780, -4.598141], [1.843110, -1.903496, -3.832628], [3.527238, -2.270677, -3.405506], [3.210946, -0.929052, -5.583651], [2.786037, 0.482462, -4.615585], [4.385176, -0.269049, -4.438365], [3.976333, 0.070599, -1.231527], [5.159610, -0.848858, -0.953646], [3.659364, 0.573722, -0.302716], [4.258729, 0.850386, -1.955842], [5.983811, -0.238559, -0.563064], [4.916647, -1.604903, -0.196392], [5.507607, -1.342183, -1.870657], [-1.651499, -0.127552, -0.508917], [-2.625671, -3.102968, -3.939658], [-0.799660, -3.321843, -3.790038], [-0.359500, -4.750555, -4.107440], [-0.525587, -3.045124, -2.754356], [-0.315580, -2.615852, -4.491579], [0.715535, -4.777678, -4.296942], [-0.570326, -5.425145, -3.276673], [-0.862629, -5.135632, -4.996254], [-3.155588, -2.918856, -2.198580], [-4.517239, -3.557295, -1.943352], [-3.191150, -1.842353, -1.966135], [-2.406406, -3.409658, -1.555211], [-4.726696, -3.613936, -0.873800], [-5.302731, -2.961889, -2.407119], [-4.530478, -4.568830, -2.348936], [-2.780801, -1.437485, -4.704266], [-3.046714, -1.531000, -6.208335], [-1.860322, -0.869498, -4.494130], [-3.618858, -0.936293, -4.189699], [-3.361329, -0.560264, -6.590186], [-2.155263, -1.831031, -6.758465], [-3.835934, -2.249639, -6.427463], [2.319382, 1.353548, 2.122738], [0.573772, 1.891206, 2.052901], [0.852723, 3.370684, 3.061056], [0.205342, 2.507712, 0.686482], [2.695710, 1.450303, 3.153091], [2.925171, 1.974999, 1.452949], [2.391157, 0.292224, 1.848681], [1.471959, 4.037629, 2.450681], [-0.135851, 3.803887, 3.235428], [1.334842, 3.139134, 4.017454]], "forces_ev_per_angstrom": [[0.1, 0.1, -0.1], [-0.4, 1.3, -0.4], [-0.2, -0.1, 0.4], [0.1, 0.0, 0.5], [0.0, 0.0, 0.3], [-0.1, -0.4, 0.2], [1.2, -2.0, 0.1], [0.3, 1.4, -2.0], [-0.4, 0.2, 1.0], [-0.2, 1.0, -0.7], [0.8, -0.2, -0.5], [-0.5, 0.5, -0.4], [0.6, 0.0, 0.4], [-0.3, -0.1, -0.8], [-0.2, -1.2, 2.3], [-0.1, 0.0, -0.1], [0.0, 0.2, 0.2], [-0.1, -0.2, -0.2], [0.0, 0.0, 0.3], [-0.1, -0.4, -0.1], [0.6, -0.1, 0.3], [0.0, -0.6, 0.1], [0.1, 0.6, 0.0], [-0.6, -0.2, -0.2], [-0.3, 0.0, 0.3], [0.0, -0.3, 0.1], [0.2, 0.1, 0.1], [-0.1, -0.1, -0.3], [0.0, 0.0, -0.3], [0.3, 0.0, 0.0], [-0.2, -0.1, 0.1], [0.0, -0.6, 0.0], [0.2, 0.0, 0.0], [0.4, 0.1, 0.2], [-0.3, 0.2, 0.0], [0.1, 0.1, 0.1], [0.0, -0.1, 0.1], [-0.1, 0.1, -0.1], [0.0, 0.4, -0.1], [0.2, -0.1, 0.1], [0.1, -0.1, -0.3], [0.0, -0.1, 0.2], [-0.2, -0.2, -0.1], [0.1, 0.1, -0.2], [-0.1, 0.0, 0.3], [-0.1, 0.8, 0.0], [-0.4, -1.1, -0.7], [0.2, 0.4, 0.1], [0.3, 0.1, 0.0], [0.2, 0.0, -0.3], [-0.1, -0.2, 0.2], [0.1, -0.1, 0.0], [-0.1, 0.0, -0.1], [0.0, 0.1, 0.1], [0.0, 0.5, 0.4], [0.1, 0.0, 0.0], [0.2, -0.5, 0.2], [-0.1, 0.3, -0.2], [0.0, 0.0, 0.0], [-0.1, -0.2, -0.1], [-0.2, 0.0, 0.0], [0.0, 0.2, 0.4], [0.0, 0.3, 0.1], [-0.3, 0.1, -0.1], [0.2, -0.1, -0.2], [0.0, 0.0, -0.1], [0.0, -0.1, 0.0], [0.0, 0.0, 0.1], [0.1, -0.2, -0.5], [-0.2, 0.7, 0.1], [-0.3, 0.0, -0.2], [0.4, -0.2, 0.4], [-0.4, 0.1, -0.3], [-0.1, 0.0, 0.2], [-0.1, 0.4, -0.1], [-0.1, -0.1, 0.2], [0.2, 0.0, 0.0], [-0.2, -0.1, -0.3]]}


no.,DFT total energy (eV)
1,-32627.7600
2,-7484.8694
3,-150130.4075